# 1
A molecular structure, CHBr2FS, computed with wB97M-V/def2-TZVPD.

Geometry as XYZ:
```
6
Properties=species:S:1:pos:R:3:lowdin_charge:R:1
C 0.19 0.37 -0.04 -1.66
F -1.64 0.36 -0.61 -0.42
S 0.74 -1.18 -0.54 0.71
Br -0.18 0.68 1.85 0.64
Br 1.06 1.73 -0.84 0.78
H -0.17 -1.95 0.17 -0.06
```

Values from the calculation:
F_max = 4.202 eV Å⁻¹
LUMO level = -0.71 eV
Kohn-Sham gap = 9.76 eV
E_HOMO = -10.47 eV
E_tot = -154688.519 eV

# 2
2 unconnected molecules or ions with the total composition C16H27ClFIN5O6P, computed with wB97M-V/def2-TZVPD.

Geometry as XYZ:
```
58
Properties=species:S:1:pos:R:3:lowdin_charge:R:1
C -0.40 2.55 3.06 -0.13
C 0.10 1.20 2.52 -0.22
C -0.56 0.68 1.22 -0.66
Cl -2.19 1.37 1.02 0.77
N -0.86 -0.79 1.45 0.11
C 0.31 -1.47 1.55 -0.32
N 0.63 -2.12 2.63 0.17
C 1.86 -2.88 2.80 -0.11
C 1.63 -4.14 3.62 -0.17
F 0.61 -3.97 4.53 -0.04
N 1.13 -1.50 0.46 0.12
C 1.49 -0.18 -0.15 -0.28
C 1.87 -0.62 -1.58 -0.07
C 2.51 0.36 -2.55 -0.38
O 3.93 0.20 -2.51 -0.04
C 2.08 0.01 -4.01 -0.23
N 2.67 -1.21 -4.52 0.01
C 2.72 0.34 0.64 -0.64
O 3.42 1.18 0.06 0.00
O 2.84 -0.12 1.82 -0.02
C 0.30 0.85 -0.08 -0.39
O -0.64 0.41 -1.13 -0.05
C -0.73 1.13 -2.20 -0.47
N -0.79 1.76 -3.14 0.21
P 1.01 2.63 -0.44 0.68
O 1.71 2.98 0.97 -0.37
I -0.85 4.27 -0.45 0.48
H 0.24 2.77 3.91 0.09
H -1.41 2.47 3.43 0.06
H -0.26 3.36 2.36 0.00
H -0.10 0.50 3.33 0.11
H 1.18 1.27 2.43 0.09
H -1.45 -0.86 2.27 0.13
H 0.00 -2.10 3.42 0.16
H 2.31 -3.13 1.85 0.13
H 2.57 -2.23 3.31 0.13
H 1.42 -4.99 2.96 0.12
H 2.55 -4.39 4.13 0.12
H 0.73 -2.09 -0.26 0.15
H 2.61 -1.41 -1.43 0.14
H 1.03 -1.10 -2.07 0.12
H 2.24 1.40 -2.41 0.09
H 4.32 1.06 -2.32 0.09
H 1.00 -0.10 -4.03 0.09
H 2.36 0.86 -4.62 0.12
H 3.63 -1.05 -4.80 0.06
H 2.68 -1.94 -3.83 0.06
H 1.66 3.93 1.13 0.05
C -4.27 0.77 -1.74 -0.04
C -5.54 0.84 -0.92 -0.50
O -5.60 1.49 0.10 0.06
C -6.73 0.06 -1.43 -0.03
H -3.51 1.37 -1.26 0.02
H -3.92 -0.27 -1.80 0.09
H -4.45 1.15 -2.74 0.09
H -6.48 -1.00 -1.49 0.08
H -7.01 0.41 -2.43 0.08
H -7.57 0.19 -0.76 0.08
```

Values from the calculation:
F_max = 1.774 eV Å⁻¹
LUMO level = -0.48 eV
Kohn-Sham gap = 8.01 eV
E_HOMO = -8.49 eV
E_tot = -69392.854 eV

# 3
C5H13NO in the gas phase, computed with wB97M-V/def2-TZVPD.

Geometry as XYZ:
```
20
Properties=species:S:1:pos:R:3:lowdin_charge:R:1
C -2.65 0.86 -0.25 -0.09
C -1.96 -0.43 0.15 -0.29
N -0.59 -0.53 -0.29 -0.09
C 0.47 -1.12 0.46 -0.24
C 1.51 -0.09 0.94 -0.17
C 2.20 0.65 -0.22 -0.26
O 2.16 -0.13 -1.43 -0.09
H -1.96 1.55 -0.72 0.06
H -3.13 1.36 0.59 0.07
H -3.38 0.68 -1.04 0.06
H -1.93 -0.58 1.21 0.09
H -2.54 -1.31 -0.18 0.10
H -0.45 -0.36 -1.28 0.12
H 1.00 -1.87 -0.12 0.11
H 0.05 -1.55 1.37 0.11
H 2.28 -0.56 1.58 0.11
H 1.12 0.68 1.60 0.10
H 1.71 1.59 -0.39 0.10
H 3.23 0.90 0.00 0.11
H 2.85 0.23 -2.00 0.09
```

Values from the calculation:
F_max = 1.285 eV Å⁻¹
LUMO level = 0.91 eV
SMILES = CCNCCCO
Kohn-Sham gap = 8.73 eV
E_HOMO = -7.81 eV
E_tot = -8932.473 eV

# 4
CH5N3S2 in the gas phase, computed with wB97M-V/def2-TZVPD.

Geometry as XYZ:
```
11
Properties=species:S:1:pos:R:3:lowdin_charge:R:1
N -1.89 -0.20 -0.04 -0.10
N -0.58 -0.84 0.70 -0.14
C 0.49 0.13 0.81 -1.05
S 1.18 0.38 2.34 0.57
N 0.86 0.73 -0.32 -0.45
S 0.74 -0.08 -1.85 0.70
H -2.15 -0.97 -0.90 0.11
H -1.32 0.83 -0.48 0.13
H -0.97 -0.56 1.82 0.15
H 1.63 1.42 -0.45 0.10
H 2.01 -0.84 -1.64 -0.04
```

Values from the calculation:
F_max = 6.224 eV Å⁻¹
LUMO level = 0.03 eV
SMILES = NNC(=S)NS
Kohn-Sham gap = 8.77 eV
E_HOMO = -8.74 eV
E_tot = -27254.414 eV

F_max of number 2 (C16H27ClFIN5O6P)? 1.774 eV Å⁻¹

Among the records above, which one has the highest Kohn-Sham gap? CHBr2FS

Number 1 is which compound? CHBr2FS